<w>
12
Properties=species:S:1:pos:R:3 method="wB97M-V/def2-TZVPD" homo_lumo_gap_ev="8.4 / 8.4" spin_multiplicity=1 lumo_ev="-0.6628 / -0.6631"
C 0.98302 1.18743 -0.72127
C -0.26024 1.30565 -0.38130
C 1.90964 0.10901 -0.37131
C -1.45987 -1.03344 0.81926
N -0.42630 -0.13164 1.10341
O 3.08583 -0.05676 -0.54952
S 1.07252 -0.89712 0.85509
Cl -1.53558 -1.60904 -0.96915
H 1.53402 1.89793 -1.37656
H -1.13597 1.83985 -0.45240
H -2.36832 -0.52369 0.90522
H -1.39875 -2.08817 1.13853

---

<x>
12
Properties=species:S:1:pos:R:3 method="wB97M-V/def2-TZVPD" homo_lumo_gap_ev=7.1 spin_multiplicity=1 lumo_ev=-1.5130
C 0.40456 0.30545 -0.06434
C 1.76201 0.85685 0.20164
C 0.04644 -0.97693 -0.23609
C -1.37461 -1.42043 -0.16819
H -0.17219 2.08554 -0.13163
H -1.55001 1.03126 -0.37278
H 1.73263 2.10601 1.15870
H -1.34440 -2.57521 0.12239
N -0.57530 1.22666 -0.17520
O 2.64513 0.05552 -0.35472
S -2.80129 -0.53696 -0.01256
Cl 1.22702 -2.15775 0.03278

---

<w> is preferred energetically. Next in line: 20.5 kcal/mol higher.

---

<w>
33
Properties=species:S:1:pos:R:3 method="wB97M-V/def2-TZVPD" homo_lumo_gap_ev=10.4 spin_multiplicity=1 smiles="CNC(=O)[C@H](CO)NC(C)=O.O=C(O)C(O)O" lumo_ev=0.3653
O -3.57924 1.10099 -2.06020
O 2.64835 0.24196 2.15566
O 0.47258 -2.15757 -1.15728
O 0.56504 0.48237 3.03892
O 3.53308 2.73623 2.79312
O 2.41644 2.46322 4.65076
O -0.05514 -1.63194 1.53181
C -2.82822 0.23852 -1.63863
C 1.82934 0.90458 2.78192
C 0.10651 -1.00602 -1.37925
N 0.31773 -0.40637 -2.55876
N -1.79176 0.59616 -0.87778
C -3.09480 -1.21288 -1.98679
C 2.24382 2.33121 3.24716
C 1.01599 -1.02176 -3.68635
C -1.17069 -1.07351 0.86360
C -0.69511 -0.22088 -0.32445
H 0.47281 -0.40713 2.62247
H 4.08206 1.93195 2.71199
H 2.94185 3.26514 4.80983
H 0.36693 -2.24205 0.90148
H -0.04470 0.52696 -2.68111
H -1.76784 1.58439 -0.67606
H -3.34303 -1.76783 -1.08613
H -2.23505 -1.65649 -2.48084
H -3.94508 -1.25187 -2.66673
H 1.48078 3.03403 2.89638
H 0.91092 -0.40358 -4.57953
H 2.07556 -1.13398 -3.44902
H 0.59847 -2.01063 -3.88634
H -1.81998 -1.87759 0.51747
H -1.72702 -0.44482 1.56078
H 0.01939 0.48918 0.09190

---

<x>
33
Properties=species:S:1:pos:R:3 method="wB97M-V/def2-TZVPD" homo_lumo_gap_ev=9.3 spin_multiplicity=1 lumo_ev=0.4974
C -0.48413 -0.32554 3.40532
C 0.63533 -1.21514 2.87846
C -1.12316 0.43779 2.25780
C -1.80281 -0.49457 1.28878
C -0.09636 0.07955 -2.21503
C -0.70501 0.76210 -0.98387
C 1.34232 0.57361 -2.49146
C 1.99904 -0.22198 -3.61455
H 0.37778 0.09418 5.20891
H 0.76714 1.16449 4.03709
H -1.23148 -0.97314 3.87170
H -1.86067 1.14363 2.65375
H -0.37259 1.01804 1.71218
H -2.68049 -0.52386 -0.35537
H 1.72634 -2.64421 3.38690
H -1.07577 -0.38911 -3.96202
H -1.81599 0.76171 -3.03974
H -0.07437 -1.00196 -1.99683
H 1.96852 0.47694 -1.59161
H 0.55217 2.02390 -3.41648
H 2.10386 -1.28155 -3.35384
H 2.99247 0.18725 -3.82054
H 1.40254 -0.14243 -4.53052
H 0.86629 0.28500 -0.00791
N 0.00443 0.60838 4.41698
N -0.91734 0.41567 -3.36808
O 1.21722 -1.06787 1.82983
O -1.94825 -1.68358 1.44995
O -2.26130 0.15206 0.20325
O 0.98189 -2.15677 3.77717
O -1.78466 1.29407 -0.99807
O 1.28976 1.94608 -2.78478
O 0.00726 0.69728 0.15262

---

<w> is preferred energetically. Next in line: 82.5 kcal/mol higher.

---

<w>
14
Properties=species:S:1:pos:R:3 method="wB97M-V/def2-TZVPD" homo_lumo_gap_ev=10.1 spin_multiplicity=1 smiles=N#CCCCNCl lumo_ev=0.3620
C -0.56073 1.87958 -0.73104
C -0.91344 0.52223 -0.91653
C 0.41485 -0.26319 -0.90859
C 0.78923 -0.47990 0.58908
N -0.08079 2.90805 -0.75023
N -0.27461 -1.08567 1.31423
Cl -0.58683 -0.34718 2.91021
H -1.41586 0.14170 0.03526
H -1.44994 0.41529 -1.80456
H 0.36759 -1.33214 -1.37120
H 1.25032 0.14871 -1.54814
H 1.77957 -0.92424 0.77798
H 0.80948 0.50880 1.00405
H -0.12885 -2.09204 1.39948

---

<x>
14
Properties=species:S:1:pos:R:3 method="wB97M-V/def2-TZVPD" homo_lumo_gap_ev=8.6 spin_multiplicity=1 lumo_ev=0.2347
C 0.95755 -0.32918 0.66769
C 0.03825 0.41614 -0.33325
C -1.48505 -2.29408 0.07380
C 0.12517 1.96979 -0.27790
N 0.61900 -1.66955 0.94825
N -0.36433 -2.14420 0.35439
Cl -2.32072 -2.81598 -1.24069
H 1.96578 -0.15896 0.18074
H 0.84679 0.04395 1.78648
H -1.04656 0.09797 -0.21998
H 0.44276 -0.03973 -1.23368
H -0.97014 2.19922 -0.09785
H 0.46349 2.45601 -1.22468
H 0.72801 2.26859 0.61669

---

<y>
14
Properties=species:S:1:pos:R:3 method="wB97M-V/def2-TZVPD" homo_lumo_gap_ev=9.1 spin_multiplicity=1 lumo_ev=0.7234
C 3.00368 -0.16568 1.28467
C 1.58821 -0.31781 0.78764
C -0.38950 0.92697 -0.04193
C -1.00876 -0.05179 -0.64718
H 3.07119 -0.34783 2.37738
H 3.63209 -0.98094 0.87201
H 3.46765 0.80657 1.08442
H 1.66469 -2.17468 0.86180
H 1.35674 1.69880 0.67447
H -0.86130 1.89409 0.18925
H -0.57981 -1.03074 -0.76925
N 1.07382 -1.42113 0.52992
N 0.87738 0.83625 0.51663
Cl -2.62185 0.11052 -1.23030

---

<z>
14
Properties=species:S:1:pos:R:3 method="wB97M-V/def2-TZVPD" homo_lumo_gap_ev="7.5 / 8.7" spin_multiplicity=1 lumo_ev="-0.7286 / -0.7904"
C 0.21993 -0.80374 -1.56793
C 1.26531 -1.61507 -1.04132
C -0.54315 0.20539 0.49812
C -0.99983 1.66278 0.83260
N -0.62432 -0.02793 -0.89274
N 0.58380 -0.23879 1.24354
Cl 2.40970 -2.34189 -2.02600
H 0.00996 -0.72925 -2.67594
H 1.03535 -1.89769 -0.03039
H -1.30727 -0.62253 0.77006
H -0.29582 2.36124 0.16698
H -0.51793 1.89911 1.84629
H -2.00009 1.98735 0.72502
H 0.76436 0.16103 2.15171

---

<y> is preferred energetically. Next in line: 32.3 kcal/mol higher.

---

<w>
14
Properties=species:S:1:pos:R:3 method="wB97M-V/def2-TZVPD" homo_lumo_gap_ev="8.0 / 8.8" spin_multiplicity=1 lumo_ev="-0.6008 / -0.5512"
C -0.09524 -1.90279 0.68535
C 1.36213 -1.94231 1.15645
C -0.30099 0.48306 0.41235
C -0.69780 1.08521 -0.90768
N -0.85778 -0.92899 0.43620
N 1.12543 0.42791 0.58715
Cl 2.24842 -3.13693 0.30331
H -0.48559 -2.89118 0.36534
H 1.64885 -1.76327 2.21844
H -0.70655 1.01610 1.34617
H -0.04155 0.63335 -1.80989
H -0.50837 2.12033 -0.71099
H -1.81110 1.04559 -1.21184
H 1.75163 0.50465 -0.18704

---

<x>
14
Properties=species:S:1:pos:R:3 method="wB97M-V/def2-TZVPD" homo_lumo_gap_ev=9.0 spin_multiplicity=1 smiles="CN1C=C[C@@H](Cl)N1" lumo_ev=0.8358
C 0.71332 1.50589 -0.41360
C -0.55717 1.10965 -0.01680
C 1.35553 0.27911 -0.83398
C -1.39065 -0.93369 0.79314
N 0.25068 -0.66171 -1.02739
N -0.88616 -0.19241 -0.30842
Cl 2.58844 -0.42185 0.51696
H 1.10578 2.42542 -0.00144
H -1.28099 1.71644 0.52279
H 1.96674 0.16604 -1.67650
H -0.58751 -0.85209 1.56321
H -2.31280 -0.63915 1.20575
H -1.52938 -1.95715 0.46387
H 0.56417 -1.54449 -0.78759

---

<x> is preferred energetically. Next in line: 55.9 kcal/mol higher.

---

<w>
18
Properties=species:S:1:pos:R:3 method="wB97M-V/def2-TZVPD" homo_lumo_gap_ev=6.8 spin_multiplicity=1 total_charge=-1 lumo_ev=3.7775
C -0.55964 1.15850 0.17302
N -0.98966 -0.23755 0.56427
C -1.84246 -0.55383 1.58679
O -2.14556 -1.73783 1.74139
C 1.00269 1.33016 0.41262
C 1.81485 0.35131 -0.24748
S 1.46976 0.37475 -2.07565
H -0.77168 1.35184 -0.87684
H -1.15890 1.82810 0.85512
H -0.53837 -1.06004 0.03261
H -2.18103 0.22513 2.43993
H 1.34230 2.30305 0.16702
H 0.98666 1.14156 1.50180
H 2.83421 0.71396 -0.15418
H 1.77029 -0.77518 0.05829
H -1.00681 -1.91582 -2.40404
H 0.40775 -2.09169 -1.95120
O -0.43438 -2.40641 -1.82346

---

<x>
18
Properties=species:S:1:pos:R:3 method="wB97M-V/def2-TZVPD" homo_lumo_gap_ev=6.5 spin_multiplicity=1 total_charge=-1 lumo_ev=3.3803
C 0.68417 -0.37811 1.17610
N 0.70464 -0.96240 -0.18477
C -0.57856 -0.96601 -0.86216
C -0.34053 -1.28640 -2.34811
S -0.30857 0.28530 -3.24559
C -1.24124 0.49906 -0.96169
O -0.95401 1.48388 -0.25948
H 0.33537 0.65149 1.06453
H 1.60876 -0.49178 1.72629
H -0.08123 -0.91097 1.75826
H 1.37440 -0.39626 -0.69408
H -1.28409 -1.57446 -0.28700
H -1.10988 -2.01431 -2.65038
H 0.58444 -1.83895 -2.54264
H -2.25499 0.47346 -1.36945
H 1.43692 3.06942 3.28441
H 0.46605 2.06918 2.78931
O 0.95834 2.28787 3.60644

---

<w> is preferred energetically. Next in line: 15.2 kcal/mol higher.

---

<w>
26
Properties=species:S:1:pos:R:3 method="wB97M-V/def2-TZVPD" homo_lumo_gap_ev=11.2 spin_multiplicity=1 total_charge=+1 lumo_ev=-3.1379
N 0.29360 0.07051 0.16126
H 0.38073 -0.31999 -0.71135
H 0.43906 -0.69816 0.80716
H -0.64323 0.33134 0.25568
H 0.75052 0.80612 0.10480
O 1.61420 2.37639 -2.05988
H 0.82828 2.52205 -1.46276
H 1.86630 3.25926 -2.27592
O -0.93763 2.70207 -0.61974
H -1.66280 2.77648 -1.12647
H -0.99075 3.41813 0.04049
O -2.72302 -1.23305 -0.48567
H -2.72428 -0.99251 -1.38768
H -3.19253 -0.67006 0.16565
O -0.95968 -0.49370 3.05857
H -0.94057 0.21685 3.84667
H -1.83397 -0.89302 3.21734
O 1.33126 -2.21052 -2.45984
H 0.70067 -3.03728 -2.56985
H 1.90198 -2.02602 -3.18213
O 2.56522 1.12661 1.76352
H 2.83888 2.01377 1.67022
H 2.94613 0.93328 0.85827
O -0.38140 -3.24720 0.50063
H -1.26493 -3.22480 0.40506
H -0.20204 -3.50657 1.48597

---

<x>
26
Properties=species:S:1:pos:R:3 method="wB97M-V/def2-TZVPD" homo_lumo_gap_ev=11.2 spin_multiplicity=1 total_charge=+1 lumo_ev=-3.2755
N 19.85200 -30.49000 7.42500
H 20.31100 -29.61600 7.58200
H 19.09800 -30.46100 6.76700
H 19.44100 -30.84000 8.27700
H 20.43000 -31.23000 7.03000
O 19.35700 -27.62300 8.74300
H 18.67400 -27.15700 9.21100
H 19.10400 -27.43500 7.85200
O 18.95400 -31.47800 4.38400
H 19.53100 -31.04200 3.76700
H 18.10100 -31.09600 4.15300
O 21.35700 -29.28200 9.79700
H 20.65100 -28.67900 9.56300
H 22.12000 -28.77000 9.83200
O 17.70900 -30.12600 9.55600
H 17.07100 -30.72800 9.89300
H 17.57100 -29.38200 10.12600
O 21.70000 -29.12700 5.48900
H 22.49200 -28.92500 5.00700
H 21.75800 -28.48900 6.24900
O 17.46400 -32.43600 7.18000
H 17.27000 -32.77800 6.28600
H 16.72500 -32.73700 7.74200
O 17.02800 -29.56500 5.20500
H 16.56500 -29.37200 4.38900
H 17.52800 -28.74700 5.37100

---

<y>
26
Properties=species:S:1:pos:R:3 method="wB97M-V/def2-TZVPD" homo_lumo_gap_ev=11.2 spin_multiplicity=1 total_charge=+1 lumo_ev=-3.0919
N 50.69000 18.58500 8.55700
H 51.08900 19.47900 9.00400
H 49.77400 18.93600 8.12800
H 50.38000 18.07100 9.35900
H 51.45200 18.10400 8.03400
O 49.35000 17.68700 5.86200
H 49.98200 16.98100 5.98800
H 48.37200 17.34700 5.82600
O 53.10600 18.03100 5.83000
H 53.75300 17.51300 6.41000
H 52.78100 17.29100 5.13900
O 48.98900 20.85500 10.27500
H 48.08700 20.61000 10.75000
H 49.50200 21.42700 10.87800
O 51.93200 16.15500 10.08300
H 51.45700 15.79500 10.86100
H 52.35200 16.82100 10.54700
O 52.71200 20.19900 8.74700
H 53.40700 19.62000 9.28200
H 53.23800 20.35100 8.01700
O 51.67800 19.19000 11.76300
H 51.41000 18.89300 12.66000
H 51.78400 20.04500 11.79600
O 48.70200 16.34000 8.34800
H 47.93300 16.93100 8.51100
H 48.60700 15.57100 8.98800

---

<x> is preferred energetically. Next in line: 35.6 kcal/mol higher.

---

<w>
18
Properties=species:S:1:pos:R:3 method="wB97M-V/def2-TZVPD" homo_lumo_gap_ev=10.8 spin_multiplicity=1 total_charge=+1 smiles="CCC(Cl)=[N+](C)C" lumo_ev=-4.8193
C 0.43927 0.50150 -0.17250
C -0.90622 2.38513 0.61112
C 1.19029 -1.13313 -1.78563
C -0.43323 -1.67467 -0.05568
C -0.25090 1.04255 0.95521
N 0.46495 -0.69775 -0.72261
Cl 1.62703 1.79693 -0.93939
H -0.21241 3.17130 0.65750
H -1.44530 2.32491 -0.46907
H -1.64970 2.57525 1.29353
H 1.81282 -1.93182 -1.55087
H 1.69320 -0.29255 -2.32404
H 0.55245 -1.47718 -2.54385
H -1.57551 -1.53641 -0.31455
H -0.44113 -1.51516 1.05397
H -0.23697 -2.63053 -0.49633
H 0.38741 1.14820 1.87548
H -1.02860 0.27628 1.22879

---

<x>
18
Properties=species:S:1:pos:R:3 method="wB97M-V/def2-TZVPD" homo_lumo_gap_ev=11.7 spin_multiplicity=1 total_charge=+1 lumo_ev=-2.8602
C 1.24093 -1.37936 -1.32779
C 0.65972 -0.44470 -0.87822
C 1.23366 1.75893 -0.06221
C -0.67436 1.25380 -1.67375
C -1.04202 -2.24153 2.11137
N 0.13118 0.72354 -0.48886
Cl -0.65548 -0.50465 2.34833
H 1.68180 -2.16905 -1.83206
H -1.74751 -2.24283 1.18267
H 2.04975 1.75899 -0.83445
H 0.58917 2.72721 -0.00228
H 1.59305 1.51570 0.98901
H -0.06144 1.42571 -2.47381
H -1.41339 0.51924 -1.97380
H -1.02003 2.24940 -1.30417
H -0.14722 -2.79157 1.82098
H -1.37807 -2.65539 3.10295
H -0.41526 0.57390 0.31688

---

<w> is preferred energetically. Next in line: 38.3 kcal/mol higher.

---

<w>
13
Properties=species:S:1:pos:R:3 method="wB97M-V/def2-TZVPD" homo_lumo_gap_ev=6.6 spin_multiplicity=1 total_charge=-1 lumo_ev=4.4632
C -2.51323 1.33146 -0.14112
H -1.81805 1.45187 0.68356
H -3.00874 0.36643 -0.08833
H -3.26661 2.11627 -0.13381
H -1.90592 1.33808 -1.04108
C 1.01714 -0.17296 0.46914
O 0.44493 0.42708 -0.57727
C 1.44906 -1.66095 0.15671
H 1.90573 0.34400 0.91418
H 0.33982 -0.29668 1.37299
H 1.44159 -2.29090 1.05089
H 0.69934 -1.93935 -0.58686
H 2.43189 -1.69855 -0.32362

---

<x>
13
Properties=species:S:1:pos:R:3 method="wB97M-V/def2-TZVPD" homo_lumo_gap_ev=6.3 spin_multiplicity=1 total_charge=-1 lumo_ev=4.3197
C -0.00367 3.24354 -0.25949
H 0.29695 3.77267 -1.15557
H -1.03895 3.13721 0.04171
H 0.69296 3.78662 0.42804
H 0.48042 2.19984 -0.40225
C -0.39582 -1.36290 -0.14397
O 0.43992 -0.35334 -0.45825
C 0.25753 -2.73028 0.51335
H -0.75862 -1.61999 -1.24603
H -1.25604 -0.93447 0.56196
H -0.55526 -3.44438 0.82931
H 0.84840 -2.48935 1.46829
H 0.99220 -3.20516 -0.17709

---

<y>
13
Properties=species:S:1:pos:R:3 method="wB97M-V/def2-TZVPD" homo_lumo_gap_ev=5.6 spin_multiplicity=1 total_charge=-1 lumo_ev=3.6191
O 2.84888 2.82763 0.75628
H 2.42109 2.33636 1.46678
C 0.64521 0.18153 -0.07840
C -0.67541 -0.49643 0.35250
C -1.49134 -1.07359 -0.80009
H 1.12284 -0.35515 -0.90477
H 1.35973 0.13369 0.74532
H 0.51596 1.23350 -0.29555
H -1.25196 0.24887 0.89518
H -0.46211 -1.26449 1.09403
H -2.44769 -1.42385 -0.40774
H -1.58248 -0.38390 -1.63988
H -1.00274 -1.96418 -1.18365

---

<w> is preferred energetically. Next in line: 1.7 kcal/mol higher.